19
Properties=species:S:1:pos:R:3:forces:R:3:mulliken_charge:R:1 method="wB97M-V/def2-TZVPD" de_lowest_ev=4.790 gap_ev=9.36
H 0.62080 0.30679 -2.57336 -1.1 -0.5 0.5 0.317
C 0.81660 -0.18147 1.95470 -2.0 1.9 -4.0 -0.202
C -0.46329 0.35579 -2.22845 3.3 -1.3 3.1 -1.342
C 2.91451 -0.63224 2.48335 -4.9 -1.5 -0.6 -0.274
H 3.89329 -0.54330 2.52368 4.4 0.3 0.3 0.509
N 2.17183 -1.61713 2.97961 1.2 0.4 0.3 -0.620
H 0.09677 -2.08384 2.77022 0.2 0.4 0.4 0.356
H 2.26529 0.96560 1.10824 0.8 -0.6 0.9 0.235
H -0.49104 1.82118 0.58949 0.1 -1.1 -0.2 0.360
C -0.51530 -0.19119 -0.68682 1.5 0.3 -2.2 0.183
H -1.81891 -1.02321 0.87883 -0.4 1.4 -0.8 0.188
C -0.49913 0.71277 0.50299 2.8 -1.4 3.0 -0.337
H -0.99591 -0.31827 -2.82618 -1.2 -0.4 -1.1 0.353
H -2.59650 0.52103 0.00224 0.5 -0.8 -0.1 0.279
N 2.12417 0.17766 1.75149 -1.0 2.3 -0.6 -0.061
H 0.17503 -1.10450 -0.56380 -1.5 1.4 -0.2 0.309
H -0.58820 1.39493 -2.31571 -1.3 1.3 -0.1 0.383
C -1.70834 -0.09361 0.24093 -0.2 -1.1 0.8 -0.528
C 0.88772 -1.34923 2.62299 -1.2 -1.1 0.4 -0.108

***

63
Properties=species:S:1:pos:R:3:forces:R:3:mulliken_charge:R:1 method="wB97M-V/def2-TZVPD" charge=-1 gap_ev=8.18
H -2.74857 0.61085 1.92788 -0.3 -0.3 -0.1 0.078
C -0.16589 -1.41461 -3.38451 -2.3 0.0 -0.3 0.148
O 1.00542 4.33866 2.99295 0.2 1.5 1.2 -0.756
H 2.26625 0.82710 0.80912 0.6 0.1 0.0 0.861
H 0.45051 0.74430 2.18500 0.1 0.3 1.3 0.135
H 1.36759 -0.18560 -3.11957 0.0 -0.2 0.3 0.293
C 0.42668 -3.49776 -0.51219 -1.4 -4.3 1.0 -0.320
O -1.51640 0.13501 -0.23405 4.9 -1.8 -1.3 -0.999
H 1.51273 -0.48908 -0.07921 5.1 -1.7 2.0 -1.521
H -2.79016 0.41890 -0.63844 -1.6 0.8 0.3 0.400
H -3.93696 0.80055 0.66594 0.3 -0.1 -0.6 0.285
O -4.37674 -0.50173 -2.15399 1.2 0.1 -1.3 -0.695
H 0.83063 -1.03162 -5.02825 -0.5 -0.5 -0.8 0.156
H -0.66578 -2.19185 -1.53801 -0.8 -0.1 -0.6 0.333
Cl -0.15384 0.06317 0.21709 -6.1 6.6 3.0 1.824
H 1.73655 -4.52494 0.69738 -0.3 0.3 -0.5 0.243
O -0.00013 -0.94494 1.18638 0.7 0.3 0.7 -0.914
H -1.45966 -0.10701 1.58840 -2.0 -0.3 1.9 0.748
H 2.30977 -1.14421 1.32559 0.6 -0.3 -0.2 0.056
N 3.91090 -2.50626 0.05151 2.3 -0.8 0.2 -0.341
H 0.40301 -0.55661 -1.70556 -1.6 -2.0 -6.1 1.350
O 0.21012 1.36756 0.71198 0.0 -4.4 -2.9 -0.408
H 2.51333 1.00387 -0.67399 0.5 -0.5 -0.3 0.375
C 3.09919 -1.62137 -0.51133 0.0 0.5 -1.1 0.178
H 0.26895 0.49046 3.66638 0.1 -0.4 0.6 0.376
N 1.64974 2.82912 1.60184 3.4 -3.0 -0.2 -0.011
H 4.57415 -2.89741 -0.60209 0.0 -0.3 0.7 0.283
H -6.60443 -0.27588 -1.09304 0.7 0.0 -0.2 0.241
O 0.56070 3.09151 -0.82834 -0.5 -2.4 -4.6 -0.652
H 0.85875 4.07680 -0.09582 -0.1 1.9 0.3 0.407
N 0.87261 4.63504 0.74578 -0.3 4.9 0.1 -0.345
H -5.91089 0.61933 0.20249 -0.6 -0.2 -0.2 0.136
C -4.59173 0.06358 -1.09472 0.6 -2.3 -3.3 0.476
O -0.19168 -4.53004 -0.80467 -0.2 -0.3 -0.7 -0.839
O -1.00362 2.53110 2.03968 -2.3 5.3 -0.2 -0.639
O -1.11516 -1.95686 -2.84099 -2.8 -1.3 -1.3 -0.795
N -5.77366 0.06242 -0.62885 -6.6 0.8 3.3 -0.361
H 0.57213 5.59110 0.87125 -0.1 -0.3 -0.2 0.199
H 2.01035 -2.79827 0.48199 -0.8 -1.5 0.4 0.317
N 0.00077 -1.48982 -4.67970 0.7 -0.4 -2.6 -0.412
H 0.48716 -1.55779 -0.34143 -0.3 -5.2 -1.4 -0.770
O -0.02070 1.06197 2.95524 4.6 -1.7 4.2 -0.544
H 1.70319 2.44939 0.66747 0.9 0.8 1.6 0.256
O 2.92106 1.13429 0.18215 1.4 2.4 -0.6 -0.697
N -3.72503 0.59755 -0.30048 1.8 2.0 0.8 -0.301
H -0.10686 2.84492 1.92320 -0.9 0.0 0.6 0.301
H -1.82366 -2.80094 1.89389 0.0 -0.2 -0.3 0.330
N 0.10187 -2.31135 -0.89261 1.0 -0.1 2.1 0.176
H -1.49800 2.95045 1.33543 -0.3 0.6 -0.3 0.349
N 0.55659 -0.61910 -2.70186 1.7 1.4 -6.1 -0.292
H 1.26653 2.45324 -0.93153 0.2 -0.1 -0.6 0.562
N 1.42834 -3.61729 0.37918 1.3 0.4 1.4 -0.144
H 1.95815 2.33105 2.42458 -0.2 -0.1 -0.4 0.172
O -1.81175 0.60375 2.12419 -4.3 -2.4 0.3 -0.546
O -1.42435 -2.36038 2.64402 -0.4 -0.5 0.8 -0.722
H -0.67307 -1.89462 2.27678 -0.4 -0.5 0.4 0.420
N 2.26045 -1.03643 0.32257 3.4 -3.0 4.6 -0.085
H 3.89019 -2.66139 1.04931 0.5 -0.2 -0.5 0.213
C 1.18646 3.99754 1.83228 0.0 2.6 2.8 0.419
O 3.04244 -1.46947 -1.73081 0.4 0.5 -0.1 -0.724
H -0.24129 2.57011 -0.86271 -0.4 0.1 0.0 0.389
H -0.65325 -2.09439 -5.15599 0.6 0.2 -0.4 0.312
O 0.76996 -0.20580 -0.81448 -1.3 9.8 2.8 0.036

***

12
Properties=species:S:1:pos:R:3:forces:R:3:mulliken_charge:R:1 method="wB97M-V/def2-TZVPD" charge=+1 de_lowest_ev=4.418 gap_ev="7.56 / 9.30"
H 0.20590 -1.97668 0.24060 -1.2 1.0 -1.4 0.311
N -0.28360 0.01289 -0.12743 -5.2 2.3 -0.9 -0.016
H -1.46810 1.80112 0.01073 -1.8 0.0 -0.2 0.353
H 0.13268 -1.49922 -1.55490 -0.8 0.2 1.3 0.327
H 0.95020 1.33518 -1.14328 -0.6 1.0 -0.5 0.369
H 0.67221 1.65035 0.68361 1.1 -0.8 -1.0 0.314
H -1.49437 -1.56467 -0.57015 1.8 -0.3 0.0 0.165
C -0.38285 -1.31906 -0.53916 0.9 -2.1 0.0 -0.552
Br -3.47470 -0.00526 0.03197 -0.1 0.1 0.1 0.160
C -1.97888 0.86770 -0.29926 5.8 -0.6 0.9 -0.013
C 0.83333 0.91643 -0.15833 0.4 -1.9 0.1 -0.789
H 1.70480 0.20036 -0.28564 -0.3 1.1 1.5 0.372

***

14
Properties=species:S:1:pos:R:3:forces:R:3:mulliken_charge:R:1 method="wB97M-V/def2-TZVPD" de_lowest_ev=4.785 gap_ev=10.15
O 2.03329 -0.73208 -0.97675 -0.3 0.1 0.4 -0.437
C 0.24325 0.52891 -0.06985 0.2 0.0 -0.2 0.191
H -0.46790 -0.51930 2.86926 -0.1 0.0 -0.1 0.373
H -1.92093 0.86638 -0.60143 0.1 -0.1 0.1 0.349
C -1.56244 -0.86402 0.92086 0.1 0.0 0.1 -0.257
C -0.83793 -0.28072 1.87795 -0.1 -0.2 0.1 -0.559
H 1.58035 1.27022 -3.25576 0.0 0.0 0.0 0.185
C 1.24693 -0.58324 -0.06994 0.2 -0.1 -0.2 -0.112
H 0.53975 1.37366 -0.68944 0.0 -0.1 0.1 0.351
C -1.23252 0.29123 0.01116 -0.2 0.1 -0.3 -0.123
N -0.51323 0.94023 1.13267 0.1 0.2 0.2 -0.499
H 1.24713 -1.26221 0.80071 0.0 0.0 -0.1 0.382
H 1.76628 0.75337 -2.75171 0.0 0.1 -0.1 -0.198
H -2.12203 -1.78240 0.80228 0.1 0.1 0.0 0.353

***

Number 1: E_tot -382.0761 a.u.. Number 2: E_tot -2345.2199 a.u.. Number 3: E_tot -2746.8091 a.u.. Number 4: E_tot -324.5486 a.u..